The following is a quantum chemistry calculation of a molecular structure, C34H21AsCl5NNdO2PS4 at a distorted geometry, from the OMol25 dataset.

Each line ends with the Löwdin spin population.
Atoms and positions in Å:
Nd: -1.5374 -0.1356 2.6567  3.046
S: -5.5738 -1.7862 5.5938  0.001
As: -3.9159 -1.1627 4.3810  0.001
S: -3.8590 0.9450 3.9645  -0.011
S: -3.4939 -2.1474 2.3598  -0.010
S: -1.9527 -1.3186 5.2871  -0.011
O: -1.7370 2.3013 1.6680  -0.003
C: -0.6420 2.1686 1.0187  0.001
O: -0.0213 1.0381 1.1909  -0.004
C: -0.1555 3.1548 0.0743  0.000
C: -1.0994 4.0556 -0.3150  0.000
C: -0.7266 5.0199 -1.3279  0.000
C: 0.6848 4.9939 -1.7282  0.000
C: 1.2987 6.0404 -2.4315  0.000
C: 2.6463 6.2667 -2.5424  0.000
C: 3.5705 5.3278 -1.9681  0.000
C: 3.0171 4.3331 -1.1772  0.000
C: 1.6281 4.1206 -1.0698  0.000
N: 1.1667 3.1580 -0.2033  0.000
H: -2.1260 3.9779 0.0653  0.000
H: -1.4543 5.7294 -1.7120  0.000
H: 0.6745 6.6579 -3.0442  0.000
H: 3.2139 7.0110 -2.9383  0.000
H: 4.6902 5.5658 -1.9212  0.000
H: 3.8010 3.6629 -0.7406  0.000
Cl: 0.4277 -3.2179 2.6248  0.000
C: 1.4544 -1.8822 3.1550  0.000
C: 0.8624 -0.6658 3.4261  -0.006
C: 1.7295 0.3341 3.9029  0.000
Cl: 0.9473 1.8387 4.3783  0.000
C: 3.0622 0.1086 4.0614  0.000
Cl: 4.0720 1.3613 4.8392  0.000
C: 3.6406 -1.0907 3.6675  0.000
Cl: 5.2929 -1.4257 4.1329  0.000
C: 2.8183 -2.0959 3.2144  0.000
Cl: 3.4974 -3.6559 2.8177  0.000
C: -2.8148 -5.6521 -1.4074  0.000
C: -2.5342 -5.3677 -0.0417  0.000
C: -1.9294 -4.1428 0.2710  0.000
C: -1.6273 -3.1832 -0.6788  -0.001
C: -1.9175 -3.5319 -1.9890  0.000
C: -2.5543 -4.6898 -2.3827  0.000
P: -0.8582 -1.5939 -0.0753  -0.002
C: -1.6072 -0.4083 -1.1861  0.000
C: -1.0560 0.0505 -2.3776  0.000
C: -1.6836 1.0904 -3.0946  0.000
C: -2.9853 1.4526 -2.7125  0.000
C: -3.5722 0.8905 -1.5494  0.000
C: -2.9123 -0.0620 -0.8360  0.000
C: 0.9089 -1.8375 -0.6134  0.000
C: 1.3170 -3.1117 -0.9871  0.000
C: 2.6602 -3.2944 -1.3207  0.000
C: 3.5616 -2.2470 -1.1841  0.000
C: 3.2054 -0.9441 -0.8160  0.000
C: 1.8098 -0.7507 -0.4982  0.000
H: -3.3576 -6.5641 -1.7857  0.000
H: -2.7873 -6.0607 0.6922  0.000
H: -1.6180 -4.0813 1.2480  0.000
H: -1.5467 -2.7970 -2.7761  0.000
H: -2.5100 -4.8873 -3.4270  0.000
H: -0.2105 -0.5166 -2.7122  0.000
H: -1.3084 1.3664 -4.0906  0.000
H: -3.5019 2.1457 -3.3244  0.000
H: -4.5624 1.2327 -1.2040  0.000
H: -3.3538 -0.5194 0.0217  0.000
H: 0.4600 -3.8427 -1.0077  0.000
H: 3.1413 -4.3150 -1.4791  0.000
H: 4.5939 -2.4972 -1.2315  0.000
H: 3.8544 -0.1265 -0.6327  0.000
H: 1.3947 0.2100 -0.1725  0.000

Summary:
DFT total energy   -232546.243 eV
LUMO (spin up / spin down)   3.04 / 3.04 eV
Highest occupied orbital energy (spin up / spin down)   -1.56 / -1.58 eV
Total charge   -2
2S+1   4
Largest force on an atom   5.7 eV/Å
ΔE to the lowest compared entry with this formula, charge and spin   3.1284 eV

=====

The following is a quantum chemistry calculation of a molecular structure, C34H22BrF7IMnN2O8PS, from the OMol25 dataset.

Each line ends with the Löwdin spin population.
Atoms and positions in Å:
Mn: -2.2641 -0.4552 0.6166  4.671
C: 2.0206 -1.9982 1.7472  0.000
C: 1.3806 -0.9856 2.6515  0.001
N: 1.8577 -0.8425 3.8624  0.002
C: 1.2682 0.0444 4.6940  0.002
C: 0.2117 0.8364 4.3285  0.001
C: -0.3810 1.7664 5.3491  0.000
O: -0.0825 3.1494 5.0881  0.000
C: -0.3010 0.7369 3.0116  0.005
C: -1.3584 1.6366 2.6085  0.016
N: -1.9534 1.6011 1.4709  0.031
C: -2.9029 2.5754 1.1250  0.005
C: -3.6711 3.2854 2.0466  0.001
C: -4.5984 4.2224 1.6239  0.001
C: -4.7882 4.4586 0.2689  0.000
C: -4.0527 3.7403 -0.6614  0.001
C: -3.1227 2.8063 -0.2362  0.002
I: -2.0589 1.7000 -1.6543  0.029
C: 0.2531 -0.2320 2.1371  0.008
O: -0.1523 -0.4657 0.9449  0.041
H: 2.5066 -2.7655 2.3481  0.000
H: 2.7835 -1.5323 1.1149  0.000
H: 1.2773 -2.4401 1.0853  0.000
H: 1.6659 0.0916 5.7029  0.000
H: 0.0034 1.4952 6.3371  0.000
H: -1.4672 1.6690 5.3692  0.000
H: 0.7685 3.1637 4.6390  0.000
H: -1.5835 2.4340 3.3150  0.002
H: -3.5748 3.0644 3.1015  0.000
H: -5.1946 4.7496 2.3584  0.000
H: -5.5279 5.1742 -0.0674  0.000
H: -4.2155 3.8855 -1.7208  0.000
F: 0.3058 -2.9405 -7.6246  0.000
C: 0.5860 -2.5416 -6.3790  0.000
C: 1.8310 -2.0197 -6.0928  0.000
F: 2.7480 -1.9077 -7.0645  0.000
C: 2.1057 -1.6060 -4.8031  0.000
F: 3.3167 -1.0680 -4.5975  0.000
C: 1.1797 -1.7142 -3.7736  0.000
P: 1.5453 -1.2812 -2.0132  0.000
C: 3.3119 -1.7928 -1.9228  0.000
C: 3.5607 -3.1650 -1.9430  0.000
C: 4.8474 -3.6572 -1.7919  0.000
C: 5.9068 -2.7831 -1.5873  0.000
C: 5.6661 -1.4177 -1.5436  0.000
C: 4.3795 -0.9252 -1.7144  0.000
C: 1.6640 0.5424 -2.0860  0.000
C: 1.5092 1.3144 -3.2333  0.000
C: 1.5279 2.7009 -3.1582  0.000
C: 1.7082 3.3312 -1.9366  0.000
C: 1.8569 2.5700 -0.7852  0.000
C: 1.8211 1.1871 -0.8572  0.000
C: -0.0919 -2.2247 -4.0863  0.000
Br: -1.4731 -2.3017 -2.7983  0.001
C: -0.3660 -2.6341 -5.3817  0.000
F: -1.5596 -3.1320 -5.7174  0.000
H: 2.7324 -3.8551 -2.0663  0.000
H: 5.0198 -4.7263 -1.8137  0.000
H: 6.9110 -3.1656 -1.4523  0.000
H: 6.4845 -0.7275 -1.3778  0.000
H: 4.2069 0.1433 -1.6909  0.000
H: 1.3571 0.8388 -4.1943  0.000
H: 1.3870 3.2871 -4.0579  0.000
H: 1.7057 4.4126 -1.8773  0.000
H: 1.9629 3.0510 0.1791  0.000
H: 1.8675 0.5975 0.0491  0.000
F: -2.7888 -1.9752 5.8481  0.000
C: -3.3238 -2.1485 4.6126  0.002
F: -2.9435 -3.3661 4.2019  0.000
F: -4.6614 -2.1842 4.7786  0.001
C: -2.9014 -0.9932 3.6534  0.008
O: -3.0593 0.1375 4.1163  0.004
O: -2.4111 -1.3701 2.5657  0.041
O: -5.3976 -2.4389 -0.1255  0.005
S: -4.5018 -1.4337 -0.6625  0.007
O: -3.0579 -1.9658 -0.7044  0.053
O: -4.3493 -0.2612 0.2944  0.053
O: -4.8720 -0.9592 -1.9909  0.004

Summary:
DFT total energy   -203591.131 eV
LUMO (spin up / spin down)   3.72 / 3.72 eV
Highest occupied orbital energy (spin up / spin down)   -2.42 / -3.06 eV
Total charge   -2
2S+1   6
Largest force on an atom   0.7 eV/Å
ΔE to the lowest compared entry with this formula, charge and spin   0.1367 eV